# 1
Entry from OMol25: one molecule with the formula C12H10O2S in a non-equilibrium geometry (the ωB97M-V functional and the def2-TZVPD basis).

- structure (SMILES) = O=S1(=O)C2=C(C=CCC2)c2ccccc21
- 2S+1 = 1
- relative energy (zero: lowest compared OMol25 entry of this formula, charge and spin) (kcal per mole) = 14.5
- LUMO (alpha / beta) (eV) = -0.591 / -0.590
- DFT total energy (Eh) = -1011.8182

Geometry as XYZ:
```
25
Properties=species:S:1:pos:R:3:forces:R:3:mulliken_charge:R:1
C -2.824599 1.992060 -0.380592 -1.69 1.07 -0.06 -0.39
C -3.396896 1.050188 -1.264527 2.99 1.08 1.86 -0.75
C -1.634722 1.818417 0.277979 1.06 -2.22 -0.86 -0.70
C -2.699689 -0.148927 -1.462919 -0.38 0.92 -0.28 -0.38
C -0.870019 0.715725 -0.078256 -0.38 -1.35 -1.29 0.14
C -1.402509 -0.244544 -0.995829 -0.64 0.13 1.34 0.10
C 1.234734 0.845281 1.525373 2.06 2.32 -2.06 -0.90
C 2.587266 0.583085 1.351893 -1.62 -1.51 2.50 -0.41
C 0.423048 0.287439 0.459815 0.73 -6.01 0.27 1.17
C 0.798981 -1.108962 0.136702 -2.41 5.09 0.00 -0.09
C 3.116827 -0.657918 0.625177 0.02 1.23 0.16 -0.67
C 2.065436 -1.702925 0.657224 -0.74 -1.91 -1.65 -0.44
O -0.939328 -2.904474 -0.816637 -1.20 -1.62 0.47 -0.63
O 0.296460 -1.531668 -2.430278 0.48 -0.26 -1.06 -0.62
S -0.349046 -1.678079 -1.169642 1.80 2.53 1.25 1.09
H -3.379140 2.920961 -0.137043 0.20 -0.69 -0.38 0.32
H -4.199897 1.420888 -1.814093 -1.67 -0.31 -0.70 0.44
H -1.220707 2.335661 1.086890 -0.03 1.57 0.87 0.42
H -3.271261 -0.894207 -1.973492 0.47 -0.76 -0.52 0.41
H 0.888867 1.815335 1.991501 0.56 -1.41 -0.05 0.29
H 3.269950 0.960937 2.076165 0.53 0.97 0.22 0.39
H 3.180204 -0.268633 -0.369789 0.89 -0.19 -1.18 0.32
H 4.066453 -1.078777 1.038561 -0.62 0.86 -0.46 0.37
H 1.996116 -1.920238 1.733842 -0.53 -0.87 -0.30 0.26
H 2.263470 -2.606626 -0.068027 0.10 1.35 1.92 0.24
```
Positions in Å, forces in eV/Å.

***

# 2
Entry from OMol25: C12H11AuIN4O as an isolated structure in a non-equilibrium geometry (the ωB97M-V functional and the def2-TZVPD basis).

- 2S+1 = 1
- relative energy (zero: lowest compared OMol25 entry of this formula, charge and spin) (kcal per mole) = 5.6
- LUMO (eV) = -2.669
- DFT total energy (Eh) = -1191.3244
- net charge = +1

Geometry as XYZ:
```
30
Properties=species:S:1:pos:R:3:forces:R:3:mulliken_charge:R:1
Au 0.163835 -2.569104 0.048999 0.28 -0.35 -0.29 0.34
N 2.153624 7.603444 -0.059827 -0.69 -0.94 0.43 -0.42
C 1.529794 6.636351 0.072840 0.52 1.32 -0.79 -0.07
C 0.837020 5.379009 0.003352 1.33 -0.36 0.32 0.54
C 0.018100 4.983620 1.050750 -0.26 -0.86 -0.86 -0.68
C -0.473991 3.683109 1.051304 -0.95 0.24 0.19 -0.49
C -0.066242 2.839658 0.034713 -0.23 -0.31 0.44 0.70
C 0.788351 3.194527 -0.965982 0.93 0.48 -1.38 -0.31
C 1.281898 4.491699 -0.992428 -1.09 -0.10 1.10 -0.75
N -0.495640 1.492172 0.011357 -1.55 -0.21 0.67 0.15
C -1.791712 1.023934 0.157545 -0.60 0.59 -0.30 -0.23
C -1.718469 -0.325014 0.019960 -0.46 0.82 0.54 -0.51
N -0.410323 -0.668657 -0.110879 -0.19 -0.94 -0.03 -0.62
C 0.279717 0.432816 -0.111064 1.96 0.06 -0.30 0.16
H -0.211175 5.692144 1.801358 -0.37 0.44 0.71 0.46
H -1.274575 3.343019 1.737178 0.93 0.27 -0.15 0.36
H 1.023571 2.457839 -1.752587 0.02 0.57 0.48 0.45
H 1.986212 4.861584 -1.690427 0.47 0.03 -0.76 0.45
H -2.632948 1.709239 0.301821 0.48 -0.47 -0.18 0.41
H -2.473415 -1.065439 0.069790 -0.57 -0.29 0.01 0.42
H 1.352519 0.483527 -0.193226 0.00 0.07 0.02 0.47
N -0.974218 -5.524927 -0.763876 -1.75 -0.26 -0.81 -0.37
C 0.106951 -5.538535 -0.033739 0.23 -0.47 -0.06 1.04
O 0.736812 -4.517216 0.230544 1.11 1.58 0.73 -0.71
C 0.680264 -6.805463 0.533742 -0.19 -0.01 0.44 -1.02
I 0.476831 -8.517857 -0.645284 -0.02 -0.47 -0.45 0.16
H -1.371518 -4.635939 -1.177671 0.71 -1.70 0.82 0.19
H -1.426874 -6.445707 -0.863063 -0.03 0.98 -0.43 0.17
H 0.182430 -7.062630 1.466824 -0.11 0.26 0.05 0.37
H 1.723173 -6.631201 0.767975 0.07 0.04 -0.15 0.37
```
Positions in Å, forces in eV/Å.

***

# 3
Entry from OMol25: C12H11CdClF5NO5S as an isolated structure (the ωB97M-V functional and the def2-TZVPD basis).

- 2S+1 = 1
- LUMO (eV) = 4.807
- DFT total energy (Eh) = -2420.3130
- net charge = -2

Geometry as XYZ:
```
37
Properties=species:S:1:pos:R:3:forces:R:3:mulliken_charge:R:1
Cd 0.158199 0.037939 -0.418498 -0.32 0.11 -0.03 1.23
C 1.275998 -2.838799 -2.639524 0.03 -0.02 -0.04 -1.50
C 0.408021 -2.917986 -1.372609 0.01 0.19 -0.04 2.22
C -0.480233 -4.167999 -1.442012 -0.04 -0.06 -0.02 -1.83
C 1.327948 -3.027202 -0.148986 0.03 -0.05 0.04 -1.82
O -0.416167 -1.806505 -1.300500 0.17 -0.18 0.08 -1.11
H 1.925756 -3.714131 -2.766692 -0.01 -0.01 0.02 0.35
H 1.900269 -1.944038 -2.589114 0.00 0.01 0.01 0.20
H 0.625457 -2.750889 -3.512947 0.00 0.00 -0.01 0.38
H 0.103114 -5.092252 -1.530723 0.01 0.00 0.00 0.35
H -1.149756 -4.088556 -2.301762 0.00 0.01 -0.01 0.40
H -1.094944 -4.221278 -0.540895 0.00 0.00 0.00 0.40
H 1.932904 -3.942577 -0.168679 -0.01 0.00 -0.01 0.41
H 0.728149 -3.020997 0.763674 -0.01 -0.01 0.00 0.38
H 2.006013 -2.171047 -0.105254 -0.01 0.01 -0.02 0.28
F -2.905026 3.709856 4.868606 0.00 0.00 -0.01 -0.34
C -2.768123 3.083669 3.680071 0.01 0.00 -0.01 0.62
C -3.032294 1.733962 3.561191 0.04 0.02 -0.05 0.09
F -3.431814 1.041177 4.647076 0.00 0.00 0.01 -0.33
C -2.893331 1.103979 2.336805 -0.05 -0.04 0.10 0.46
F -3.177382 -0.205757 2.311809 0.01 0.00 -0.04 -0.36
C -2.495465 1.767648 1.173667 0.09 -0.07 -0.16 -0.36
S -2.362447 0.966037 -0.374185 -0.12 0.04 0.15 -0.53
C -2.234242 3.129888 1.344318 0.02 0.14 0.03 0.52
F -1.843736 3.882703 0.308815 -0.01 -0.05 0.00 -0.38
C -2.366304 3.781214 2.557363 0.00 -0.07 -0.04 0.13
F -2.108900 5.100789 2.659357 0.00 0.00 0.01 -0.33
O 0.639991 1.676597 1.271454 0.16 0.01 0.02 -0.43
N 1.110519 0.905124 2.130300 -0.05 -0.02 0.06 0.27
O 1.085393 -0.300170 1.813099 -0.04 0.03 -0.05 -0.50
Cl 3.317511 2.726881 -3.902538 -0.04 -0.03 0.12 -0.27
C 3.209130 2.484614 -2.113410 0.09 0.09 -0.12 -0.45
C 2.221688 1.392369 -1.699636 -0.16 -0.20 -0.03 0.84
O 2.674338 0.482724 -0.976951 0.12 0.00 0.06 -0.70
O 1.026829 1.527023 -2.049077 0.05 0.12 -0.03 -0.80
H 2.873732 3.433256 -1.701401 0.02 0.00 0.01 0.25
H 4.209207 2.242731 -1.772209 0.00 -0.01 -0.01 0.28
```
Positions in Å, forces in eV/Å.